(one)
C12H32KO12S4 | the ωB97M-V functional and the def2-TZVPD basis

Each line ends with the Mulliken charge.
Atoms and positions in Å:
K: -0.213 0.719 1.103  0.829
O: 3.525 -0.434 -0.009  -0.724
S: 2.622 -1.581 -0.184  1.115
O: 1.222 -1.494 0.121  -0.350
O: 2.797 -2.131 -1.729  -0.168
C: 4.122 -2.195 -2.289  -0.383
C: 3.949 -2.196 -3.845  -1.215
C: 3.366 -3.045 0.702  -1.058
H: 4.769 -3.008 -1.961  0.363
H: 4.702 -1.316 -2.007  0.392
H: 4.891 -2.503 -4.300  0.408
H: 3.858 -1.149 -4.135  0.287
H: 3.129 -2.798 -4.237  0.303
H: 4.439 -2.874 0.786  0.425
H: 3.168 -4.003 0.221  0.342
H: 2.993 -3.072 1.726  0.266
O: -2.555 1.610 2.490  -0.533
S: -2.271 2.814 3.272  1.062
O: -2.328 2.794 4.746  -0.594
O: -0.770 3.314 2.886  -0.125
C: -0.298 4.486 3.436  -0.347
C: 1.212 4.407 3.283  -1.336
C: -3.169 4.284 2.506  -0.982
H: -0.655 4.586 4.461  0.464
H: -0.643 5.357 2.880  0.321
H: 1.677 3.436 3.456  0.318
H: 1.549 5.279 3.843  0.390
H: 1.501 4.676 2.267  0.325
H: -4.193 4.236 2.875  0.389
H: -3.246 4.166 1.425  0.299
H: -2.779 5.249 2.829  0.376
O: 0.547 0.651 -1.534  -0.631
S: -0.420 -0.034 -2.326  1.157
O: -1.097 -1.218 -1.805  -0.504
O: -1.553 1.029 -2.885  -0.301
C: -1.278 2.468 -3.061  -0.094
C: -1.879 3.053 -4.325  -1.212
C: 0.252 -0.367 -3.919  -0.740
H: -0.204 2.640 -3.135  0.318
H: -1.699 3.130 -2.305  0.265
H: -2.924 3.182 -4.043  0.309
H: -1.742 2.364 -5.159  0.326
H: -1.427 4.020 -4.543  0.365
H: -0.523 -0.741 -4.588  0.384
H: 1.181 -0.936 -3.923  0.015
H: 0.579 0.594 -4.317  0.335
O: -4.115 -2.346 2.609  -0.593
S: -2.888 -2.482 1.825  0.955
O: -1.985 -1.384 1.442  -0.244
O: -1.989 -3.770 2.368  -0.399
C: -0.652 -3.838 1.954  -0.098
C: 0.342 -3.183 2.900  -0.994
C: -3.381 -3.197 0.160  -0.802
H: -0.531 -3.461 0.938  0.061
H: -0.437 -4.894 1.793  0.481
H: 0.655 -2.167 2.657  0.145
H: 1.246 -3.786 2.981  0.299
H: 0.051 -3.091 3.946  0.434
H: -3.889 -4.147 0.332  0.373
H: -2.456 -3.159 -0.414  0.166
H: -4.155 -2.544 -0.244  0.365

Summary:
Lowest unoccupied orbital energy in eV: -2.295
Charge: +1
HOMO-LUMO gap in eV: 10.841

(two)
C12H32KO12S4 | the ωB97M-V functional and the def2-TZVPD basis

Each line ends with the Mulliken charge.
Atoms and positions in Å:
K: 0.379 -2.054 0.958  1.143
O: -2.630 -0.183 4.121  -0.604
S: -1.199 -0.094 4.219  0.996
O: -0.401 -0.948 3.379  -0.518
O: -0.767 1.460 4.021  -0.207
C: -1.618 2.485 4.542  -0.199
C: -0.888 3.335 5.541  -1.218
C: -0.672 -0.227 5.931  -1.065
H: -2.600 2.190 4.913  0.375
H: -1.871 3.179 3.734  0.251
H: -0.427 2.774 6.368  0.310
H: -1.560 3.969 6.120  0.389
H: -0.013 3.834 5.125  0.316
H: -0.624 -1.247 6.302  0.410
H: -1.279 0.423 6.555  0.342
H: 0.334 0.192 5.967  0.361
O: -4.410 -2.646 -1.006  -0.594
S: -3.439 -1.629 -0.669  1.018
O: -2.079 -2.018 -0.320  -0.533
O: -3.458 -0.577 -1.916  -0.340
C: -2.283 -0.543 -2.761  -0.015
C: -2.370 0.690 -3.656  -1.167
C: -4.134 -0.652 0.656  -0.789
H: -2.254 -1.446 -3.373  0.435
H: -1.406 -0.537 -2.110  0.167
H: -1.692 0.597 -4.499  0.344
H: -2.160 1.570 -3.060  0.166
H: -3.399 0.737 -4.015  0.413
H: -5.101 -0.277 0.342  0.389
H: -3.395 0.099 0.925  0.134
H: -4.213 -1.346 1.491  0.375
O: 2.318 -4.446 -2.885  -0.601
S: 2.310 -3.032 -2.647  0.887
O: 1.922 -2.491 -1.360  -0.483
O: 3.778 -2.398 -2.934  -0.276
C: 4.788 -3.201 -3.599  -0.221
C: 5.394 -4.140 -2.538  -1.062
C: 1.433 -2.231 -4.025  -0.719
H: 5.550 -2.492 -3.904  0.303
H: 4.335 -3.772 -4.405  0.302
H: 6.166 -4.831 -2.869  0.364
H: 4.597 -4.736 -2.091  0.311
H: 5.761 -3.538 -1.705  0.292
H: 0.365 -2.420 -3.961  0.273
H: 1.866 -2.592 -4.952  0.373
H: 1.655 -1.180 -3.858  0.227
O: 0.986 0.509 -0.172  -0.460
S: 1.169 1.378 -1.312  1.012
O: 1.356 0.840 -2.634  -0.574
O: -0.043 2.397 -1.424  -0.282
C: -0.955 2.526 -0.303  -0.346
C: -0.378 3.227 0.897  -1.005
C: 2.567 2.492 -1.021  -1.071
H: -1.368 1.552 -0.036  0.287
H: -1.772 3.145 -0.674  0.481
H: -0.086 4.253 0.654  0.327
H: 0.559 2.814 1.269  0.323
H: -1.203 3.255 1.610  0.151
H: 2.477 3.088 -0.118  0.344
H: 2.659 3.092 -1.922  0.367
H: 3.424 1.828 -0.909  0.390

Summary:
Lowest unoccupied orbital energy in eV: -2.213
Charge: +1
HOMO-LUMO gap in eV: 11.248

Taking the most stable structure as the zero point, the relative energies in eV are (one) 1.998; (two) 0.000.

(one)
CH3N5 | the ωB97M-V functional and the def2-TZVPD basis

Each line ends with the Mulliken charge.
Atoms and positions in Å:
H: -2.406 0.557 -0.070  0.205
N: -2.068 -0.406 -0.036  -0.569
C: -0.745 -0.259 -0.011  0.369
N: -0.050 -1.491 0.047  -0.184
N: 1.191 -1.171 -0.062  -0.278
N: 1.418 0.113 -0.139  0.029
N: 0.233 0.697 0.110  -0.138
H: 2.221 0.337 0.473  0.284
H: 0.207 1.624 -0.311  0.282

Summary:
Lowest unoccupied orbital energy in eV: 0.485
SMILES: [H]/N=c1/nn[nH][nH]1
HOMO-LUMO gap in eV: 9.449

(two)
CH3N5 | the ωB97M-V functional and the def2-TZVPD basis

Each line ends with the Mulliken charge.
Atoms and positions in Å:
C: -0.027 0.022 -0.083  -0.618
N: -3.310 -0.911 0.269  -0.513
N: -3.851 0.132 -0.055  0.829
N: -2.025 -1.013 0.403  0.007
N: -4.457 1.041 -0.311  -0.313
N: -1.453 0.007 -0.112  -0.152
H: 0.472 -1.071 0.142  0.258
H: 0.441 0.301 -0.975  0.271
H: 0.384 0.710 0.792  0.230

Summary:
Lowest unoccupied orbital energy in eV: -0.116
HOMO-LUMO gap in eV: 9.704

(three)
CH3N5 | the ωB97M-V functional and the def2-TZVPD basis

Each line ends with the Mulliken charge.
Atoms and positions in Å:
N: 1.580 -0.677 -0.364  -0.677
C: 0.434 -0.238 -0.108  0.378
N: -0.390 0.600 -0.736  0.026
N: -1.611 0.718 -0.084  -0.242
N: -1.577 0.044 0.951  -0.200
N: -0.292 -0.470 1.060  -0.034
H: 1.944 -0.293 -1.170  0.204
H: -0.106 1.327 -1.470  0.278
H: 0.018 -1.010 1.922  0.267

Summary:
Lowest unoccupied orbital energy in eV: 0.807
SMILES: N=c1[nH]nn[nH]1
HOMO-LUMO gap in eV: 9.820

Taking the most stable structure as the zero point, the relative energies in eV are (one) 1.141; (two) 2.669; (three) 0.000.

(one)
C4H4F2 | the ωB97M-V functional and the def2-TZVPD basis

Each line ends with the Mulliken charge.
Atoms and positions in Å:
C: -2.148 0.369 -0.983  -0.713
C: -0.903 0.694 -0.624  -0.078
C: 0.071 -0.092 0.068  0.454
F: -0.546 -1.097 0.611  -0.232
C: 1.179 0.480 0.183  -0.095
F: 2.230 -0.320 0.679  -0.267
H: -2.571 -0.592 -0.935  0.355
H: -2.432 1.255 -1.815  0.183
H: -0.735 1.856 -0.766  0.094
H: 1.394 1.535 0.050  0.298

Summary:
Lowest unoccupied orbital energy in eV: 0.639
SMILES: C=C/C(F)=C/F
HOMO-LUMO gap in eV: 10.024

(two)
C4H4F2 | the ωB97M-V functional and the def2-TZVPD basis

Each line ends with the Mulliken charge.
Atoms and positions in Å:
C: 0.643 -0.491 -0.613  -0.032
C: -0.721 -1.055 -2.951  0.107
C: -0.143 0.094 0.217  0.090
C: 0.281 0.643 1.489  -1.135
F: 1.912 -0.625 -0.816  -0.200
F: -2.008 -0.820 -2.779  -0.070
H: -1.183 0.107 -0.014  0.308
H: 0.062 -0.094 2.331  0.259
H: -0.152 1.570 1.538  0.325
H: 1.309 0.671 1.597  0.348

Summary:
Lowest unoccupied orbital energy (spin up / spin down) in eV: -0.167 / -0.620
HOMO-LUMO gap (spin up / spin down) in eV: 8.367 / 7.921

Taking the most stable structure as the zero point, the relative energies in eV are (one) 0.000; (two) 4.430.